(1)
Density functional theory data (the ωB97M-V functional and the def2-TZVPD basis) for a structure of composition C29H47AlBCl2N3O6Si.

Calculated values
multiplicity	1
HOMO level (alpha / beta)	-3.502 / -2.768	eV

Last column: Mulliken charge in e.
Cartesian coordinates (Å):
Cl  3.1870  1.7298  -0.9129  -0.323
Cl  -4.4372  1.2753  -1.0536  -0.202
Si  -0.3687  2.9037  -2.0785  0.484
Al  1.3502  0.8596  -0.3447  0.295
O  0.9326  2.0981  0.9600  -0.398
O  0.2244  -0.2780  0.7487  -0.112
O  -0.3249  1.2391  -1.9242  0.229
O  -4.7868  -0.6663  0.9588  -0.529
O  2.3174  -0.7809  -0.6606  -0.505
O  -4.1581  1.4524  1.6717  -0.533
N  -0.1573  -1.8879  2.2949  0.425
N  -0.1251  2.6957  2.8983  0.461
N  3.3161  -1.6744  -2.5918  0.348
C  -0.9679  -1.2768  -1.6305  1.051
C  -1.1405  3.6632  3.3423  -0.841
C  -0.7933  -1.4786  -4.4257  -0.087
C  -4.3184  -1.3823  4.5604  -0.358
C  3.0773  -1.6038  -1.2631  -0.716
C  1.2426  -2.1374  2.5885  -0.839
C  -1.7259  3.2460  -0.9297  -0.470
C  -1.2389  -0.0280  -2.4366  0.599
C  -0.1404  2.3253  1.6276  0.313
C  -3.8968  -0.1178  4.9528  -0.662
C  -3.8857  0.5437  2.6810  0.893
C  -1.9901  -3.1641  -0.5226  -0.675
C  -0.4234  -1.6260  -5.8524  -1.855
C  -0.0518  2.7784  -3.8873  -0.835
C  -2.0720  -1.8656  -1.0220  -1.249
C  3.8003  -2.9969  -3.0595  -0.923
C  0.1888  -2.0233  -1.7956  -0.164
C  -1.0100  -2.8964  2.8999  -0.485
C  -4.2913  -0.7388  2.2633  0.886
C  0.3234  -3.2550  -1.1840  -0.700
C  -0.7806  -3.8650  -0.6036  -1.154
C  -1.2145  -0.3027  -3.9201  1.687
C  -3.6564  0.8703  3.9991  -0.753
C  -0.5649  -1.0339  1.3826  -0.273
C  0.4087  4.7254  -1.9033  -1.541
C  2.7327  -0.7650  -3.6153  -0.629
C  1.1689  2.6179  3.6026  -1.077
C  -1.8774  0.6639  -4.8489  -2.558
C  -4.4607  -1.7456  3.1993  -1.094
B  -4.5578  0.6654  0.5948  0.850
H  1.9821  2.6839  2.8754  0.392
H  -4.5799  -2.1184  5.3244  0.375
H  1.2498  3.4137  4.3453  0.401
H  3.4101  0.0248  -3.9277  0.275
H  -2.2067  2.2982  -0.6796  -0.824
H  -0.9954  3.8464  4.4137  0.414
H  1.8429  -0.2549  -3.2601  -0.074
H  -1.6598  -0.9920  1.2770  0.341
H  -2.3345  0.2215  -5.7516  0.444
H  -0.5004  -3.1770  3.8233  0.462
H  -3.0455  -1.3468  -1.0423  0.741
H  0.8471  2.1912  -4.1356  0.382
H  3.5434  -2.4088  -0.6777  0.358
H  1.0552  4.9847  -2.7466  0.352
H  -0.9521  2.2022  -4.0461  -0.248
H  -2.1487  3.2832  3.1300  0.144
H  1.7993  -2.4572  1.7134  0.163
H  -0.0102  -2.6297  -5.9022  0.459
H  -1.1228  -3.8027  2.2999  0.256
H  1.2307  -2.9390  3.3269  0.420
H  0.9597  4.9457  -0.9929  0.318
H  -1.0229  -2.3801  -3.8677  0.490
H  -1.2753  -1.5962  -6.5428  0.459
H  -1.5234  3.8331  -0.0336  0.284
H  -0.1148  3.6108  -4.5686  0.487
H  -0.6579  -4.8688  -0.1960  0.428
H  -1.0293  4.6161  2.7921  0.275
H  -1.1318  2.2153  1.1404  0.053
H  4.4614  -2.9535  -3.9356  0.326
H  1.2639  -3.7774  -1.2834  0.246
H  -2.6491  1.2625  -4.3544  0.351
H  -1.0376  1.2474  -5.2848  0.539
H  -3.7840  0.1164  6.0138  0.426
H  1.2517  1.6447  4.0882  0.273
H  4.3394  -3.4287  -2.2118  0.343
H  -2.3856  3.8268  -1.5752  0.698
H  -0.4352  5.4436  -1.9962  0.401
H  -4.6916  -2.7735  2.8779  0.414
H  -3.3993  1.9097  4.2187  0.395
H  -1.9950  -2.5209  3.1490  -0.142
H  2.9730  -3.7011  -3.2649  0.252
H  0.8658  -1.7094  -2.5699  0.666
H  2.4548  -1.3109  -4.5249  0.386
H  0.3222  -0.8973  -6.1961  0.288
H  -2.8990  -3.6525  -0.1434  0.308
H  1.7010  -1.2533  3.0308  0.209
H  -2.2675  0.2637  -2.2029  -0.386

***

(2)
Density functional theory data (the ωB97M-V functional and the def2-TZVPD basis) for a cluster of 8 separate species, C28H78N6O8 in total.

Calculated values
energy above the lowest of the compared OMol25 structures with the same formula, charge and spin	35.84	kcal per mole
multiplicity	1
HOMO level	-9.245	eV

Last column: Mulliken charge in e.
Cartesian coordinates (Å):
O  1.7092  -2.4169  -3.7136  -0.350
O  1.2575  -0.5793  0.8946  -0.137
O  3.6076  -2.6277  3.1029  -0.053
O  1.1379  7.6618  -2.3031  -0.349
O  -4.9247  -0.2040  -0.5656  -0.320
O  2.9173  1.6762  -5.6668  -0.565
O  -0.5443  -4.3850  2.3634  -0.334
O  -1.3911  2.4213  6.0256  -0.335
N  -1.3346  -4.3939  -3.2834  -0.724
N  -0.3032  0.8626  3.7848  -0.491
N  -3.4543  2.4902  -2.6171  -0.491
N  -1.3388  6.2742  -3.6593  -0.755
N  -3.5865  -5.6879  3.8868  -0.712
N  5.1369  -4.9526  3.3660  -0.797
C  2.8433  -2.2181  -2.9120  -0.662
C  -0.3348  -3.2661  1.5335  -0.634
C  0.7670  2.9531  3.0503  -1.365
C  -1.4565  -6.8318  3.7612  -1.317
C  1.0577  6.4201  -2.9681  -0.759
C  0.6892  -3.1271  -3.0250  -0.207
C  0.1570  2.2305  4.2319  0.715
C  -4.4297  0.4970  -3.6246  -1.251
C  2.8647  -1.6099  3.6962  -0.729
C  -4.0436  0.7440  -1.1233  -0.294
C  -0.4634  0.9832  0.1989  0.056
C  -1.9053  -4.7520  2.4482  -0.695
C  5.0059  -2.4679  3.2555  -0.803
C  -4.4427  1.4402  -2.4215  0.241
C  -0.3494  -3.5753  -4.0322  0.344
C  -0.2472  4.2806  -2.7257  -0.890
C  5.6859  -3.7298  2.7419  0.301
C  -1.0096  2.9920  4.7975  -0.992
C  0.9054  0.3616  -0.1159  -0.124
C  -6.1888  0.3179  -0.2193  -0.790
C  3.0621  2.0094  -3.3636  -0.958
C  -2.7076  2.7578  6.4083  -0.744
C  5.5066  -3.8310  1.2296  -1.320
C  2.4044  8.2639  -2.4384  -0.730
C  2.0960  1.6454  -4.4808  0.291
C  -2.1446  -5.4731  3.7506  0.601
C  -0.9818  -2.3890  -4.7453  -1.174
C  -0.3140  5.8167  -2.7013  0.613
H  3.1732  -0.6020  3.3739  0.386
H  -2.5526  -3.8570  2.4124  0.283
H  -1.2167  5.8008  -4.5490  0.239
H  -0.6714  4.0327  4.9276  0.362
H  1.8174  -1.7672  3.4434  -0.039
H  -1.8309  2.9935  4.0691  0.411
H  2.8436  8.0686  -3.4242  0.322
H  -0.7856  -2.3525  1.9421  0.272
H  -6.7094  0.7138  -1.0933  0.297
H  0.6440  3.9302  -3.2452  -0.151
H  -0.2152  -1.9004  -5.3547  0.316
H  2.5288  2.5286  -2.5606  0.131
H  1.6887  1.1146  -0.2499  0.203
H  1.1022  -3.9738  -2.4717  0.451
H  2.9888  -1.6226  4.7917  0.397
H  -4.1020  -4.8136  3.8770  0.235
H  -2.9504  3.7979  6.1779  0.322
H  -3.7748  -6.0978  4.7952  0.259
H  -2.0022  -4.7486  -3.9644  0.279
H  -0.6281  6.1544  -1.7138  0.293
H  2.6023  -1.8483  -1.9057  0.185
H  1.2934  2.3791  -4.5605  0.263
H  6.0052  -3.0126  0.7077  0.373
H  6.0087  -4.7442  0.8936  0.385
H  -2.2174  -5.3449  1.5780  0.303
H  -1.2267  7.2598  -3.8760  0.266
H  4.9107  -4.7218  4.3327  0.297
H  -3.3806  3.1224  -1.8266  0.211
H  -1.3851  -1.6906  -4.0120  0.111
H  3.5070  -3.0851  -2.9332  0.360
H  -2.8014  2.5523  7.4721  0.250
H  2.3114  9.3361  -2.2932  0.262
H  -0.0448  4.0318  -1.6726  0.232
H  0.7311  -3.0846  1.4263  0.173
H  -5.4766  1.8071  -2.3497  0.365
H  -0.7680  -3.4469  0.5400  0.360
H  -3.7008  3.0817  -3.4030  0.259
H  1.3373  -0.0774  1.7114  0.008
H  -0.5581  1.3025  1.2327  0.079
H  -0.3755  -6.6858  3.7734  0.295
H  0.0543  3.1752  2.2573  0.255
H  4.4692  -3.8926  0.9047  0.209
H  3.0992  7.8432  -1.6986  0.267
H  0.5067  0.2785  3.9788  -0.044
H  3.6046  1.1350  -3.0180  0.281
H  3.7643  2.7708  -3.7070  0.369
H  -1.7556  -7.4488  2.9158  0.321
H  2.3674  1.4364  -6.4177  0.293
H  -3.9410  1.5574  -0.3772  0.427
H  0.1667  -4.2593  -4.7097  0.317
H  -4.7215  1.0362  -4.5259  0.442
H  1.1652  3.9195  3.3801  0.495
H  6.7591  -3.6925  2.9331  0.339
H  -1.7328  -4.8684  4.5667  0.165
H  5.3374  -1.5909  2.6709  0.387
H  5.2320  -2.1872  4.2982  0.397
H  -6.0762  1.1217  0.5241  0.315
H  1.6064  2.3829  2.6502  0.315
H  -6.7640  -0.4816  0.2379  0.269
H  -1.7108  -7.3858  4.6706  0.386
H  1.2039  6.5673  -4.0492  0.311
H  1.8801  5.7646  -2.6326  0.377
H  -1.1264  3.6831  -2.9465  0.367
H  -3.0775  0.2640  -1.2570  -0.117
H  -0.6299  1.9071  -0.3687  -0.043
H  -3.4394  2.1234  5.8876  0.290
H  -1.0007  0.5712  4.4660  0.302
H  -1.1812  0.2344  -0.1238  -0.171
H  -5.2052  -0.2566  -3.4483  0.332
H  3.4261  -1.3619  -3.2746  0.200
H  -3.4761  -0.0143  -3.7389  0.126
H  4.2032  -5.0642  2.9734  0.348
H  -1.7473  -2.7005  -5.4572  0.441
H  0.9198  2.0806  5.0013  0.300
H  0.2085  -2.4439  -2.3019  -0.165
H  1.6983  0.6381  -4.3366  -0.004
H  -1.9072  -3.7709  -2.7154  0.246
H  0.7858  -0.1826  -1.0526  0.041

***

(3)
Density functional theory data (the ωB97M-V functional and the def2-TZVPD basis) for a cluster of 10 separate species, C32H48BN3O29P in total.

Calculated values
total charge	+1
multiplicity	1
HOMO level	-11.535	eV

Last column: Mulliken charge in e.
Cartesian coordinates (Å):
P  -1.4054  1.4087  -1.7904  0.376
O  -11.4151  -8.7335  2.5109  -0.333
O  3.8080  6.6391  3.5523  -0.543
O  3.7040  -5.4939  5.0778  -0.340
O  -9.7833  -4.6925  0.3403  -0.539
O  -7.9201  -5.1801  1.5339  -0.334
O  1.4872  -3.7732  -0.2598  -0.350
O  -11.9301  -8.1983  4.6520  -0.535
O  -0.6680  -3.8626  0.3766  -0.288
O  1.0357  7.3484  -1.9265  -0.344
O  3.6699  6.2621  1.3216  -0.223
O  5.6762  6.6144  2.2721  -0.327
O  0.4639  5.3740  -1.0219  -0.263
O  8.6671  4.3123  -0.5772  -0.518
O  -4.5366  0.3947  1.1786  -0.283
O  -0.9129  1.6032  -5.4347  -0.263
O  -7.7263  -4.2775  -0.5158  -0.352
O  9.1476  2.5598  0.7850  -0.287
O  0.8013  -5.3959  1.1641  -0.523
O  -5.0765  -1.5964  2.0748  -0.287
O  -2.7715  2.0935  -6.6345  -0.506
O  3.4127  -7.6563  4.5328  -0.330
O  -4.0863  -1.5107  0.0293  -0.499
O  -0.7160  2.5014  -7.4884  -0.308
O  -12.1973  -6.6811  2.9910  -0.341
O  1.4615  5.4310  -3.0559  -0.538
O  4.8103  -7.1035  6.2277  -0.512
O  9.0395  4.6352  1.6429  -0.293
O  4.1872  3.1800  -2.0058  -0.406
O  -1.7071  1.3778  -0.1038  -0.478
N  0.7948  -0.2840  -2.9109  0.219
N  -1.4594  3.1396  -2.2485  -0.546
N  1.4790  1.7050  -1.6832  0.409
C  2.6793  1.0308  -2.1762  0.424
C  4.6042  6.4176  0.2628  -0.089
C  -11.8547  -7.8984  3.4940  0.637
C  0.7806  -2.8517  -1.0737  0.309
C  0.2425  7.6382  -0.7810  -0.438
C  -6.5453  -5.2502  1.1834  -0.348
C  6.7075  2.0405  -1.5511  -0.621
C  -1.5812  2.0697  -6.5313  0.580
C  -11.6876  -8.0980  1.2700  -0.346
C  1.0271  6.0018  -2.0907  0.578
C  0.4623  1.5304  -5.7864  0.192
C  -11.7541  -6.6482  1.6403  0.009
C  0.5792  2.5208  -6.9058  -0.442
C  4.3355  6.5187  2.4839  0.512
C  2.4402  -6.9136  3.8119  -0.215
C  -5.2596  -0.6209  3.0939  -0.343
C  2.9725  -5.5162  3.8601  -0.155
C  -8.5884  -4.7142  0.4426  0.669
C  4.0484  -6.7821  5.3615  0.577
C  0.3967  0.8760  -2.1625  -0.190
C  0.5620  -4.4351  0.4914  0.476
C  5.9176  6.1893  0.9371  -0.046
C  9.1260  3.7377  2.7424  -0.315
C  8.9274  3.8759  0.5154  0.696
C  2.2816  -0.2339  -2.9591  -0.867
C  -4.5255  -0.9561  1.0037  0.606
C  9.6417  2.4801  2.1146  -0.359
C  -6.4313  -4.2575  0.0682  0.033
C  5.4698  0.9791  -1.3642  -0.523
C  0.2910  6.3576  -0.0067  -0.180
C  -5.3301  0.6628  2.3274  -0.329
C  -0.4942  -2.6344  -0.3139  -0.171
B  4.1181  1.7293  -1.8594  0.369
H  -6.1705  -0.8185  3.6607  0.317
H  6.5539  3.0066  -0.9590  -0.053
H  -5.6720  -4.5387  -0.6631  0.341
H  0.7912  3.5331  -6.5490  0.275
H  5.4584  0.6527  -0.2606  0.282
H  -0.4128  -1.8252  0.4182  0.214
H  3.6549  -5.2998  3.0327  0.244
H  -6.2210  -3.2465  0.4266  -0.059
H  -0.9434  3.1517  -3.1583  0.258
H  -1.3436  -2.4340  -0.9699  0.252
H  2.3448  -7.2874  2.7916  0.240
H  2.1780  -4.7685  3.8697  0.235
H  10.7344  2.4447  2.0839  0.278
H  9.2719  1.5829  2.6133  0.299
H  -0.7703  7.8931  -1.1059  0.293
H  4.5106  7.4277  -0.1470  0.254
H  -5.9128  -4.9949  2.0351  0.281
H  8.1290  3.6117  3.1750  0.228
H  -12.6380  -8.4753  0.8804  0.250
H  6.7820  2.2909  -2.6698  0.244
H  -6.3474  0.9039  2.0058  0.267
H  -0.6246  6.1787  0.5589  0.354
H  0.6106  -3.3054  -2.0561  0.193
H  -0.7934  3.6116  -1.5885  0.255
H  1.3378  2.2365  -7.6367  0.340
H  -4.9272  1.5064  2.8899  0.319
H  9.7981  4.1264  3.5088  0.320
H  1.4752  -7.0110  4.3178  0.257
H  5.7575  0.0536  -1.9798  0.315
H  -10.8996  -8.3071  0.5445  0.293
H  3.3716  3.4741  -2.4852  0.189
H  7.7119  1.6031  -1.2074  0.310
H  6.2021  5.1330  0.9470  -0.061
H  1.0959  1.7876  -4.9346  -0.114
H  0.6925  0.5088  -6.1050  0.242
H  2.9964  -0.9578  -3.4663  0.297
H  4.4150  5.6939  -0.5323  0.097
H  -10.7768  -6.1607  1.6009  0.084
H  -12.4535  -6.0902  1.0159  0.293
H  6.7239  6.7689  0.4856  0.360
H  -4.4034  -0.6561  3.7737  0.256
H  1.3507  -1.9317  -1.2018  -0.055
H  -6.3131  -6.2699  0.8623  0.263
H  0.1670  -0.9885  -3.3370  0.340
H  1.3883  2.5684  -1.1260  0.113
H  -2.5760  1.8422  0.0402  0.315
H  0.6573  8.4791  -0.2236  0.346
H  1.1448  6.3097  0.6752  0.127

***

no.,largest force on an atom (eV/Å)
1,4.16
2,1.94
3,7.38